1.
{"formula": "C32H38BMoN5O7S3", "method": "wB97M-V/def2-TZVPD", "species": ["Mo", "S", "C", "N", "C", "C", "N", "C", "C", "C", "C", "C", "C", "C", "C", "S", "C", "C", "C", "C", "C", "C", "C", "H", "H", "H", "H", "H", "H", "H", "H", "H", "H", "H", "H", "H", "H", "H", "H", "H", "H", "O", "C", "O", "C", "C", "C", "C", "C", "C", "N", "O", "O", "H", "H", "H", "H", "N", "C", "N", "O", "H", "H", "H", "H", "C", "C", "C", "O", "B", "O", "C", "C", "C", "H", "H", "H", "H", "H", "H", "H", "H", "H", "H", "H", "H", "S"], "positions_angstrom": [[0.532734, -1.126929, -0.328348], [1.751634, 0.827871, -0.755148], [0.461934, 1.959871, -0.520448], [0.726234, 3.143871, 0.020352], [-0.388566, 3.921271, 0.517052], [-1.517466, 3.880571, -0.501848], [-1.860366, 2.500371, -0.798548], [-3.271066, 2.163871, -0.853048], [-3.909066, 2.541571, 0.463852], [-3.487766, 1.923071, 1.636452], [-4.036066, 2.296671, 2.850852], [-4.998966, 3.293271, 2.900252], [-5.423266, 3.908371, 1.734252], [-4.872966, 3.540471, 0.518452], [-0.887066, 1.593771, -0.869848], [-1.240366, 0.013971, -1.463648], [2.052434, 3.718171, 0.072952], [2.247534, 4.601871, -1.143848], [2.393134, 5.976971, -1.022248], [2.548834, 6.760671, -2.155448], [2.531034, 6.179671, -3.412648], [2.381534, 4.807371, -3.536948], [2.236334, 4.022771, -2.407648], [-0.064066, 4.945971, 0.684952], [-0.725866, 3.493571, 1.468552], [-1.206366, 4.378471, -1.431248], [-2.396266, 4.389371, -0.103048], [-3.371066, 1.092571, -1.033148], [-3.750766, 2.703471, -1.672548], [-2.734666, 1.143971, 1.600952], [-3.717066, 1.811071, 3.760252], [-5.427966, 3.581971, 3.846252], [-6.183666, 4.673171, 1.764352], [-5.197566, 4.022571, -0.391848], [2.796734, 2.918571, 0.091052], [2.139934, 4.303971, 0.987252], [2.413334, 6.441471, -0.047448], [2.665034, 7.829271, -2.055048], [2.632034, 6.793671, -4.294248], [2.362434, 4.349471, -4.514148], [2.131234, 2.952471, -2.508448], [2.356134, -1.719129, -1.456748], [2.953334, -2.050229, -0.389748], [2.227434, -2.187429, 0.632152], [4.416734, -2.132929, -0.329748], [5.171334, -1.697029, -1.423048], [6.543334, -1.596529, -1.313648], [7.152834, -1.937429, -0.112448], [6.420734, -2.407229, 0.970052], [5.048134, -2.506029, 0.860052], [8.594634, -1.731129, 0.039452], [9.181634, -1.290829, -0.917448], [9.066734, -1.993329, 1.115452], [4.668134, -1.407429, -2.332448], [7.154934, -1.238229, -2.128448], [6.936734, -2.665729, 1.883052], [4.452334, -2.839629, 1.693652], [0.866634, -4.203229, -2.848048], [0.640534, -3.825229, -1.592448], [1.016034, -4.595329, -0.571948], [0.008634, -2.745629, -1.368348], [1.366634, -5.045329, -3.085248], [0.605034, -3.582829, -3.603048], [1.468434, -5.487429, -0.699748], [0.802134, -4.291129, 0.374552], [-2.217566, -4.849829, 0.006452], [-2.291066, -4.024429, 1.291452], [-2.278866, -4.965629, 2.493652], [-1.080966, -3.197829, 1.357252], [-1.467866, -1.899829, 1.412452], [-2.776466, -1.680629, 1.289952], [-3.469966, -2.963629, 1.321852], [-4.434166, -3.039129, 0.142852], [-4.282166, -2.979529, 2.616752], [-1.373366, -5.533829, 0.063952], [-2.100066, -4.221729, -0.875048], [-3.117266, -5.444829, -0.105548], [-1.411366, -5.617629, 2.439952], [-3.173366, -5.579729, 2.488152], [-2.225166, -4.417229, 3.427952], [-3.938166, -2.982329, -0.819948], [-5.145466, -2.220729, 0.203652], [-4.991666, -3.966629, 0.205352], [-3.654366, -2.786429, 3.482952], [-4.792266, -3.930729, 2.741752], [-5.031566, -2.194229, 2.573552], [-0.201866, -0.601629, 1.747552]], "forces_ev_per_angstrom": [[1.26, 0.13, -0.18], [-0.58, 0.10, -0.05], [2.41, 1.10, 0.79], [-0.85, -1.74, -0.65], [-0.95, 0.48, -0.08], [0.44, 0.82, 0.25], [1.54, -0.86, 0.19], [-0.91, -0.20, 0.02], [-0.01, 0.11, -0.01], [0.01, -0.02, -0.06], [0.06, 0.00, 0.02], [-0.09, 0.00, -0.01], [-0.05, 0.04, 0.04], [0.08, -0.17, -0.06], [-2.63, -0.38, -0.73], [0.27, 0.28, 0.18], [0.88, 0.37, -0.04], [-0.09, 0.06, 0.05], [0.09, -0.12, 0.05], [-0.09, 0.07, -0.08], [0.02, 0.08, 0.06], [-0.13, -0.08, -0.04], [0.07, 0.05, -0.01], [-0.01, -0.02, -0.08], [0.09, 0.07, -0.04], [-0.10, -0.09, 0.12], [0.10, -0.11, -0.05], [0.04, 0.19, -0.06], [0.12, -0.03, -0.05], [0.00, -0.09, -0.02], [0.04, -0.05, 0.09], [-0.04, 0.03, 0.12], [-0.05, 0.08, 0.04], [-0.07, 0.07, -0.12], [-0.14, 0.08, 0.11], [-0.03, -0.08, 0.05], [-0.01, 0.03, 0.15], [0.03, 0.07, 0.01], [0.04, 0.05, -0.06], [0.05, -0.03, -0.09], [0.01, -0.12, -0.10], [-0.57, 0.48, -0.39], [0.40, -0.19, 0.35], [-0.27, 0.12, 0.49], [0.49, -0.02, 0.03], [-0.23, -0.10, 0.25], [0.39, -0.02, 0.08], [-1.12, -0.04, -0.10], [0.34, -0.01, -0.03], [-0.20, 0.10, -0.29], [-0.15, 0.02, -0.09], [0.36, 0.12, -0.29], [0.37, -0.12, 0.41], [0.00, 0.02, -0.09], [-0.02, 0.00, -0.02], [-0.02, 0.00, 0.01], [-0.05, -0.02, 0.13], [-0.10, 0.18, -0.13], [0.55, -1.02, 0.04], [0.01, 0.09, 0.02], [-0.86, 0.43, -0.25], [-0.07, 0.03, 0.09], [0.05, -0.09, 0.24], [-0.02, 0.11, -0.05], [0.02, 0.00, -0.30], [0.03, 0.27, 0.22], [-0.22, -0.43, -0.19], [0.18, 0.35, -0.24], [0.26, -0.30, 0.14], [-0.03, -0.46, 0.12], [-0.49, 0.49, -0.06], [-0.39, -0.21, 0.18], [0.32, 0.16, 0.21], [0.20, 0.12, -0.19], [-0.02, -0.03, 0.03], [-0.05, 0.02, -0.01], [-0.13, -0.08, -0.04], [0.07, -0.09, -0.05], [-0.09, -0.11, 0.04], [-0.03, 0.01, 0.10], [0.11, -0.03, -0.11], [-0.06, 0.10, 0.07], [-0.12, -0.18, -0.09], [0.03, -0.06, 0.07], [-0.03, -0.05, 0.05], [-0.08, 0.07, -0.05], [0.40, 0.17, 0.02]], "multiplicity": 1, "total_charge": 2, "gap_ev": [6.3, 6.2], "e_tot_ha": -3329.92631}



2.
{"formula": "C32H38Br15INO8PS", "method": "wB97M-V/def2-TZVPD", "species": ["C", "C", "C", "N", "C", "C", "C", "C", "C", "O", "C", "C", "C", "C", "C", "O", "I", "C", "C", "C", "O", "C", "C", "O", "C", "C", "O", "C", "C", "C", "C", "C", "P", "O", "O", "S", "C", "C", "O", "H", "H", "H", "H", "H", "H", "H", "H", "H", "H", "H", "H", "H", "H", "H", "H", "H", "H", "H", "H", "H", "H", "H", "H", "H", "H", "H", "H", "H", "H", "H", "H", "H", "C", "Br", "Br", "Br", "H", "C", "Br", "Br", "Br", "H", "C", "Br", "Br", "Br", "H", "C", "Br", "Br", "Br", "H", "C", "Br", "Br", "Br", "H"], "positions_angstrom": [[2.984384, 5.548932, 2.527789], [1.667662, 4.707496, 2.334667], [1.901652, 3.141097, 2.500043], [0.569590, 2.496506, 2.394415], [0.598982, 1.108260, 1.963050], [1.104573, -0.071579, 2.734848], [1.681035, 0.079635, 4.176109], [0.585365, -0.136391, 5.315810], [-0.181579, -1.505619, 5.183984], [-1.264429, -1.370089, 4.257996], [-2.069435, -2.544692, 4.249473], [1.054456, -1.440482, 2.193934], [0.500870, -1.727027, 0.882783], [0.402119, -3.142447, 0.251405], [1.723821, -3.379854, -0.612171], [2.680196, -2.711009, -0.382513], [1.840834, -4.830287, -2.213506], [-0.001632, -0.573895, 0.100082], [0.058138, 0.809886, 0.621488], [-0.489512, 1.940324, -0.317613], [0.085086, 2.988139, -0.462494], [-1.807020, 1.553954, -1.072905], [-2.893287, 2.521285, -1.280863], [-2.813340, 3.841607, -0.856480], [-1.978279, 4.612871, -1.776093], [-2.808683, 5.619509, -2.650529], [-2.008217, 6.369155, -3.567116], [-1.342908, 5.512606, -4.509251], [-0.838138, 6.258656, -5.787097], [-4.116060, 2.081387, -1.968080], [-4.214071, 0.701703, -2.419423], [-3.124265, -0.285033, -2.243895], [-3.383797, -2.013564, -2.853147], [-3.241846, -2.115982, -4.516460], [-2.481763, -3.175086, -2.050084], [-5.260769, -2.447260, -2.480894], [-1.903226, 0.163973, -1.567140], [-0.644355, -0.749722, -1.318259], [-0.181772, -1.495447, -2.148034], [2.675680, 6.635508, 2.510769], [3.672773, 5.400387, 1.657726], [3.466044, 5.386387, 3.524376], [1.088806, 4.955801, 1.409225], [0.990456, 4.982122, 3.201736], [2.228899, 3.021309, 3.578064], [2.654978, 2.750910, 1.763912], [-0.001825, 2.623183, 3.228474], [2.181019, 1.057866, 4.380760], [2.479681, -0.711993, 4.286515], [-0.177745, 0.685695, 5.271019], [1.115555, -0.116098, 6.311624], [-0.502268, -1.914139, 6.182030], [0.546664, -2.247201, 4.741072], [-1.477246, -3.487544, 4.061127], [-2.675755, -2.665201, 5.194005], [-2.823072, -2.477165, 3.412884], [1.451892, -2.278897, 2.804226], [-0.438956, -3.205955, -0.495389], [0.256475, -3.967418, 0.994728], [-1.409018, 3.856955, -2.388027], [-1.196298, 5.165026, -1.180979], [-3.257099, 6.366089, -1.934412], [-3.650242, 5.103891, -3.193370], [-2.037175, 4.654675, -4.767258], [-0.456415, 5.049777, -3.983751], [-0.528190, 5.460343, -6.524286], [0.088126, 6.870376, -5.607068], [-1.649482, 6.866827, -6.265127], [-4.952430, 2.803076, -2.101045], [-5.148551, 0.365138, -2.936166], [-3.849242, -2.862972, -4.720321], [-2.338078, -2.876747, -1.131548], [4.995182, 4.265928, 6.843346], [4.811587, 2.814275, 5.576558], [3.868572, 5.769995, 6.386940], [4.696589, 3.673444, 8.660483], [6.022680, 4.609454, 6.785922], [-0.499977, -5.585955, -5.647194], [-1.089066, -7.429770, -5.692323], [-0.605469, -4.755735, -7.391610], [-1.441801, -4.564553, -4.305641], [0.547556, -5.594812, -5.362509], [-2.703285, -10.473687, -8.020001], [-2.230221, -10.375036, -9.892321], [-4.606847, -10.248354, -7.746491], [-2.046061, -12.099405, -7.196989], [-2.208637, -9.641966, -7.522910], [1.376427, -6.839659, 2.578904], [1.406849, -5.061840, 3.342845], [0.130813, -7.992577, 3.505784], [1.043487, -6.808406, 0.670431], [2.365941, -7.261371, 2.721346], [5.875994, 1.233316, 1.437879], [6.668547, 2.739458, 2.357437], [7.036980, -0.313562, 1.455996], [4.118063, 0.827813, 2.135088], [5.747753, 1.521483, 0.399675]], "forces_ev_per_angstrom": [[-0.99, 0.62, -0.58], [0.14, -0.40, 1.25], [-0.70, 1.93, 0.75], [0.52, -1.68, -0.57], [-0.30, -2.45, -1.23], [-0.57, 0.23, -1.09], [-0.41, -0.54, 0.23], [-0.06, -0.41, -0.28], [1.02, 0.19, -0.35], [-0.04, -0.62, 0.83], [-0.90, -0.58, -0.47], [-0.78, 1.71, -1.39], [-0.42, 2.14, 0.05], [0.01, -0.02, -0.87], [-0.03, 1.25, 1.49], [-0.31, -0.73, -0.49], [-0.23, 0.15, 0.16], [0.26, 0.55, 1.28], [0.29, -1.46, 0.71], [-0.31, -1.15, 0.38], [-0.39, -0.41, 0.00], [-0.77, -0.46, -0.38], [-0.49, -1.76, -0.76], [0.32, -0.93, -1.00], [1.14, 0.06, -0.46], [-0.38, 0.11, 0.88], [-0.07, -0.70, -0.04], [0.57, -0.55, 0.02], [-0.01, -0.58, -0.04], [1.89, -1.76, 0.55], [1.05, 0.40, 0.45], [1.50, 2.19, 0.41], [-2.85, -0.77, -0.09], [0.78, -0.03, 2.46], [-0.06, 2.06, -0.97], [0.45, 0.06, -0.03], [-1.16, 1.26, -0.12], [0.07, 1.02, 1.20], [-0.58, 0.29, 0.23], [0.44, -1.00, -0.01], [-0.29, 0.00, 0.95], [-0.26, -0.19, -1.04], [0.79, -0.35, 0.60], [0.52, -0.21, -0.93], [0.48, -0.01, -1.30], [-1.25, 0.45, 0.83], [0.39, -0.11, -0.16], [-0.49, -0.70, -0.47], [-0.81, 0.77, 0.00], [0.71, -0.65, 0.16], [-0.60, 0.10, -0.99], [0.02, 0.52, -0.84], [-0.59, 0.37, 0.60], [-0.32, 0.90, 0.31], [0.79, 0.14, -0.68], [0.89, 0.20, 0.77], [-0.28, 0.81, -0.55], [0.85, 0.03, 0.89], [0.36, 0.79, -0.63], [-0.60, 1.00, 0.39], [-0.97, -0.50, -0.49], [0.34, -0.69, -0.85], [0.75, 0.25, 0.43], [0.61, 0.91, -0.01], [-0.72, 0.36, -0.65], [-0.38, 0.80, 0.71], [-1.12, -0.40, 0.03], [0.78, -0.45, 0.53], [0.80, -0.74, 0.08], [1.04, 0.29, 0.63], [0.25, 0.50, -0.05], [-0.19, -0.23, -0.39], [0.02, -0.04, 0.04], [-0.06, 0.22, 0.19], [0.11, -0.22, 0.11], [0.00, 0.08, -0.24], [-0.16, -0.06, 0.00], [-0.04, 0.15, 0.07], [0.05, 0.16, 0.03], [-0.01, -0.13, 0.21], [0.41, -0.61, -0.43], [-0.14, -0.02, -0.05], [0.03, 0.09, 0.07], [-0.08, -0.04, 0.26], [0.31, -0.06, -0.06], [-0.12, 0.24, -0.14], [-0.12, -0.18, -0.13], [-0.02, -0.28, -0.07], [-0.03, -0.24, -0.02], [0.14, 0.20, -0.11], [0.05, 0.01, 0.51], [-0.14, 0.10, -0.01], [0.05, -0.04, -0.03], [-0.05, -0.20, -0.19], [-0.16, 0.21, 0.04], [0.82, -0.46, -0.18], [0.01, -0.04, 0.16]], "multiplicity": 1, "gap_ev": 7.6, "e_tot_ha": -41546.11487}



Question: Number 2 is which compound?
Answer: C32H38Br15INO8PS